1.
Computed, not measured: a molecular structure, C39H49AgBF6N4O2, with the ωB97M-V functional and the def2-TZVPD basis.

Summary:
**Energy above the lowest of the compared OMol25 structures with the same formula, charge and spin**: 30.0 kJ/mol
**E_HOMO**: -3.917 eV
**HOMO-LUMO gap**: 6.466 eV
**Electronic energy**: -2656.2512 Ha
**2S+1**: 1
**Net charge**: -1

Structure (XYZ):
```
102
Properties=species:S:1:pos:R:3:mulliken_charge:R:1
Ag 0.3963 0.0315 -0.5312 1.41
C -0.0569 1.6536 5.3366 -1.67
C 0.9718 1.2268 4.2883 1.14
C 2.3085 1.9198 4.5757 -1.44
C 1.1284 -0.2871 4.2200 0.92
C 1.7373 -0.9298 5.2970 -0.34
C 1.9790 -2.2897 5.2764 -1.56
C 1.6298 -3.0130 4.1458 -1.06
C 1.0277 -2.4199 3.0423 0.34
C 0.7874 -3.3017 1.8271 0.81
C -0.6246 -3.2509 1.2404 -1.31
C 1.8515 -3.0633 0.7547 -1.14
C 0.7289 -1.0452 3.1020 -1.17
N 0.0673 -0.4101 2.0277 1.21
C -1.0419 0.1784 2.3294 -0.40
C -1.7693 1.0500 1.4785 0.36
C -2.9726 1.7080 1.7823 -1.85
C -3.2803 2.4707 0.6577 -0.72
C -2.2317 2.2404 -0.2692 -0.28
N -1.3291 1.3989 0.2308 0.28
C -2.1128 2.7547 -1.6883 2.71
C -3.0888 3.9096 -1.9100 -2.40
C -0.6868 3.2336 -1.9716 -1.48
C -2.4451 1.6095 -2.6548 -1.33
H -0.1616 2.7402 5.3518 0.43
H 0.2535 1.3310 6.3334 0.31
H -1.0377 1.2239 5.1350 0.36
H 0.6211 1.5829 3.3174 0.12
H 2.6499 1.7171 5.5930 0.38
H 2.2019 3.0014 4.4716 0.45
H 3.0937 1.5932 3.8947 0.12
H 2.0288 -0.3470 6.1624 0.33
H 2.4457 -2.7809 6.1205 0.35
H 1.8421 -4.0758 4.1031 0.39
H 0.9396 -4.3208 2.2007 0.56
H -0.8316 -2.2880 0.7760 -0.33
H -1.3796 -3.4411 2.0075 0.36
H -0.7274 -4.0173 0.4688 0.54
H 1.7507 -2.0781 0.2936 -0.22
H 1.7528 -3.7974 -0.0483 0.47
H 2.8559 -3.1488 1.1785 0.41
H -1.4783 0.0259 3.3243 0.37
H -3.5287 1.6301 2.7056 0.43
H -4.1317 3.1192 0.5237 0.47
H -2.9121 4.7169 -1.1962 0.44
H -4.1236 3.5802 -1.7985 0.39
H -2.9732 4.3130 -2.9198 0.45
H -0.4018 4.0424 -1.2942 0.33
H -0.6204 3.6017 -2.9997 0.41
H 0.0332 2.4221 -1.8505 -0.05
H -3.4624 1.2468 -2.4915 0.29
H -1.7660 0.7706 -2.4938 -0.17
H -2.3576 1.9487 -3.6930 0.53
F 7.6129 0.1589 0.4759 -0.28
C 6.6180 -0.5267 1.0714 0.81
F 6.8632 -0.4995 2.3907 -0.29
F 6.7482 -1.8071 0.6764 -0.26
C 5.2585 0.0299 0.7211 -0.06
C 4.9676 0.3272 -0.6012 -1.15
C 3.6869 0.7577 -0.9109 -0.52
N 2.7396 0.9133 0.0124 -0.34
C 3.0358 0.6460 1.2792 0.16
C 4.2845 0.1890 1.6885 -0.39
H 5.7057 0.2026 -1.3821 0.46
H 3.3799 0.9310 -1.9375 0.45
H 2.2293 0.7615 1.9882 0.55
H 4.4646 -0.0557 2.7258 0.63
F -6.3640 -4.8893 -0.2510 -0.27
C -5.0679 -4.9351 0.1211 0.79
F -4.5503 -6.0450 -0.4282 -0.29
F -5.0672 -5.1236 1.4540 -0.27
C -4.3321 -3.6848 -0.2758 0.55
C -4.6317 -2.4901 0.3606 -1.21
C -3.9577 -1.3486 -0.0438 -0.23
N -3.0363 -1.3483 -1.0054 0.11
C -2.7517 -2.5000 -1.6017 -0.49
C -3.3776 -3.6991 -1.2737 -0.89
H -5.3610 -2.4459 1.1583 0.45
H -4.1453 -0.3918 0.4269 0.39
H -1.9666 -2.4667 -2.3508 0.68
H -3.1105 -4.6152 -1.7804 0.50
C -0.5133 -2.1636 -5.5723 -2.10
C 0.6071 -1.9168 -4.5754 1.63
C 1.5292 -3.1290 -4.5125 -2.05
O 0.0237 -1.7648 -3.2735 0.65
B 0.7106 -0.7795 -2.5354 -0.86
O 1.6387 -0.1701 -3.4221 -0.14
C 1.3648 -0.5731 -4.7707 1.76
C 2.6858 -0.6878 -5.5122 -2.14
C 0.5071 0.5194 -5.3994 -1.80
H -0.9786 -3.1287 -5.3649 0.45
H -0.1360 -2.1854 -6.5981 0.38
H -1.2799 -1.3949 -5.4992 0.34
H 0.9404 -3.9924 -4.2009 0.49
H 2.3164 -2.9758 -3.7743 0.31
H 1.9871 -3.3504 -5.4790 0.33
H 3.3740 -1.3537 -4.9964 0.37
H 3.1468 0.2988 -5.5744 0.48
H 2.5400 -1.0570 -6.5313 0.32
H -0.4247 0.6451 -4.8475 0.14
H 0.2737 0.3132 -6.4459 0.34
H 1.0543 1.4613 -5.3446 0.51
```



2.
Computed, not measured: a molecular structure, C39H49F4N5O3SeTeTi in a non-equilibrium geometry, with the ωB97M-V functional and the def2-TZVPD basis.

Summary:
**E_HOMO (spin up / spin down)**: -9.164 / -9.164 eV
**HOMO-LUMO gap (spin up / spin down)**: 5.944 / 4.886 eV
**Electronic energy**: -5933.1026 Ha
**2S+1**: 2
**Net charge**: +1

Structure (XYZ):
```
103
Properties=species:S:1:pos:R:3:mulliken_spin:R:1
Ti 3.1480 -0.7598 0.0311 0.00
C -0.1727 0.7376 0.6521 0.00
C 1.0222 1.0336 1.5184 0.00
N 2.3360 1.2053 0.7360 0.00
C 2.2343 2.0399 -0.4601 0.00
C 1.8248 3.4827 -0.1879 0.00
C 3.4200 1.7185 1.6766 0.00
C 4.7634 1.6630 0.9759 0.00
N 4.8558 0.2429 0.3844 0.00
C 6.0111 -0.1794 -0.2545 0.00
C 6.1056 -0.5403 -1.6208 0.00
F 4.9593 -0.8494 -2.3319 0.00
C 7.3248 -0.7801 -2.2156 0.00
F 7.4077 -1.2392 -3.4962 0.00
C 8.4930 -0.4849 -1.5377 0.00
C 8.4121 -0.2884 -0.1493 0.00
F 9.5336 -0.1840 0.5944 0.00
C 7.1980 -0.3136 0.5161 0.00
F 7.2224 -0.5210 1.8840 0.00
H -1.0851 1.0777 1.1229 0.00
H -0.2980 -0.3281 0.4967 0.00
H -0.1453 1.1922 -0.3453 0.00
H 1.2061 0.2690 2.2514 0.00
H 0.7821 1.9591 2.0144 0.00
H 1.4627 1.5214 -1.0810 0.00
H 3.2092 2.0073 -0.9326 0.00
H 2.7083 4.1859 -0.1220 0.00
H 1.3118 3.6512 0.7766 0.00
H 1.1494 3.8350 -0.9933 0.00
H 3.3800 1.1562 2.6114 0.00
H 3.2361 2.7572 2.0468 0.00
H 5.5791 1.8929 1.6572 0.00
H 4.8322 2.4420 0.1861 0.00
H 9.4329 -0.5985 -2.0950 0.00
N 2.2099 -1.6881 -5.1996 0.00
C 2.3933 -2.1285 -3.7759 0.00
C 2.1379 -0.8896 -2.8620 0.00
O 1.6533 0.1604 -3.2971 0.00
O 2.0992 -1.3364 -1.6058 0.00
H 1.6429 -2.3062 -5.7897 0.00
H 3.1012 -1.7170 -5.6387 0.00
H 1.7654 -0.7707 -5.2804 0.00
H 3.4215 -2.4845 -3.7137 0.00
H 1.5964 -2.8181 -3.5070 0.00
C 3.5423 -3.5496 2.4347 0.00
C 3.3310 -2.4690 1.4244 0.00
O 4.0027 -2.5435 0.2952 0.00
N 2.5338 -1.4478 1.6622 0.00
Te -2.6087 -1.8959 2.7985 0.00
C -4.1625 -1.0844 4.1619 0.00
C -5.4221 -1.6877 4.1388 0.00
C -5.8548 -2.7306 3.1477 0.00
C -6.3795 -1.3220 5.1044 0.00
C -6.1706 -0.2114 5.9683 0.00
C -7.1593 0.2014 7.0640 0.00
C -4.9518 0.4484 5.8574 0.00
C -3.9353 -0.0068 5.0092 0.00
C -2.6524 0.7467 4.8947 0.00
C -3.3143 -1.6122 0.8324 0.00
C -4.2617 -0.6354 0.4346 0.00
C -4.5960 0.5767 1.2866 0.00
C -4.8209 -0.6301 -0.8452 0.00
C -4.6619 -1.6882 -1.7396 0.00
C -5.1958 -1.6344 -3.1507 0.00
C -3.7671 -2.6576 -1.2855 0.00
C -2.9815 -2.6055 -0.1345 0.00
C -1.8460 -3.6203 0.1083 0.00
H 3.3275 -4.5443 2.0741 0.00
H 2.9603 -3.3810 3.3157 0.00
H 4.6631 -3.4867 2.6974 0.00
H -5.0755 -3.4489 3.0348 0.00
H -5.8656 -2.2800 2.0925 0.00
H -6.8391 -3.1645 3.4017 0.00
H -7.3931 -1.6689 5.0893 0.00
H -7.6390 -0.6079 7.5795 0.00
H -7.9508 0.8532 6.7382 0.00
H -6.6086 0.8122 7.7464 0.00
H -4.8104 1.4166 6.3835 0.00
H -2.5461 1.5373 5.6611 0.00
H -2.7164 1.3571 4.0075 0.00
H -1.8011 0.0605 4.9131 0.00
H -3.8154 0.8490 1.9867 0.00
H -5.5384 0.4775 1.8199 0.00
H -4.7147 1.4221 0.5650 0.00
H -5.5388 0.1775 -1.0347 0.00
H -5.7525 -0.6692 -3.2778 0.00
H -5.8305 -2.5066 -3.4054 0.00
H -4.4072 -1.7538 -3.8790 0.00
H -3.7559 -3.5740 -1.9382 0.00
H -1.4152 -3.8489 -0.9222 0.00
H -2.1588 -4.5566 0.6086 0.00
H -1.1132 -3.1329 0.7402 0.00
Se 3.7042 3.8738 -6.3663 0.91
C 1.8998 4.3023 -6.2709 -0.05
C 1.3480 5.3892 -6.9119 0.06
C -0.0158 5.5061 -6.9754 -0.03
N -0.7900 4.6189 -6.3974 0.09
C -0.3024 3.6546 -5.6247 -0.04
C 1.0799 3.4403 -5.5288 0.06
H 2.0490 6.0237 -7.4218 0.00
H -0.5360 6.2641 -7.5608 0.00
H -1.0539 3.0329 -5.1214 0.00
H 1.4035 2.5892 -4.9261 0.00
```



3.
Computed, not measured: a molecular structure, C39H49IrN8S4, with the ωB97M-V functional and the def2-TZVPD basis.

Summary:
**Energy above the lowest of the compared OMol25 structures with the same formula, charge and spin**: 22.8 kJ/mol
**E_HOMO (spin up / spin down)**: -9.225 / -9.199 eV
**HOMO-LUMO gap (spin up / spin down)**: 5.297 / 5.254 eV
**Electronic energy**: -3650.5517 Ha
**2S+1**: 2
**Net charge**: +1

Structure (XYZ):
```
101
Properties=species:S:1:pos:R:3:mulliken_spin:R:1
Ir 0.3377 0.1351 0.2118 0.03
S 2.6600 0.1628 0.3476 0.01
C 2.9627 1.7591 -0.1186 -0.01
N 4.0410 2.4280 0.2447 0.00
C 4.2048 3.8428 -0.1106 0.00
C 3.6949 4.0668 -1.5049 0.00
N 2.3089 3.6061 -1.5715 0.00
C 1.3190 4.5292 -2.1587 0.00
C 1.6105 4.8293 -3.6054 0.00
C 2.2107 6.0255 -3.9779 0.00
C 2.5032 6.2800 -5.3111 0.00
C 2.1941 5.3368 -6.2786 0.00
C 1.5834 4.1430 -5.9147 0.00
C 1.2919 3.8908 -4.5842 0.00
C 1.9836 2.4282 -1.0549 0.01
S 0.6136 1.6042 -1.5594 0.00
C 5.2190 1.7642 0.8176 0.00
C 6.2697 1.5319 -0.2434 0.00
C 7.5659 1.9886 -0.0434 0.00
C 8.5440 1.7666 -1.0042 0.00
C 8.2262 1.0929 -2.1726 0.00
C 6.9302 0.6366 -2.3788 0.00
C 5.9557 0.8526 -1.4181 0.00
H 5.2625 4.0865 -0.0364 0.00
H 3.6465 4.4495 0.6077 0.00
H 4.2987 3.5104 -2.2269 0.00
H 3.7237 5.1180 -1.7811 0.00
H 1.3374 5.4377 -1.5503 0.00
H 0.3430 4.0656 -2.0405 0.00
H 2.4334 6.7745 -3.2253 0.00
H 2.9650 7.2168 -5.5930 0.00
H 2.4234 5.5321 -7.3177 0.00
H 1.3287 3.4123 -6.6707 0.00
H 0.8149 2.9597 -4.2992 0.00
H 4.8957 0.8359 1.2850 0.00
H 5.6129 2.4150 1.5995 0.00
H 7.8169 2.5167 0.8695 0.00
H 9.5520 2.1222 -0.8379 0.00
H 8.9866 0.9179 -2.9218 0.00
H 6.6806 0.1012 -3.2851 0.00
H 4.9543 0.4700 -1.5815 0.00
S 1.0566 -4.0311 -2.1313 0.01
C 0.8098 -2.6259 -1.3868 0.01
N 0.6297 -1.6065 -0.8374 -0.02
C -5.1015 4.0032 -2.7596 0.00
C -3.7161 3.6374 -2.2283 0.00
C -3.3820 2.1529 -2.3670 0.00
C -4.2431 1.2459 -1.4970 0.00
N -3.9457 1.3786 -0.0654 0.00
C -3.0059 0.7085 0.5917 0.00
S -1.9585 -0.3909 -0.2688 0.01
N -2.9323 0.7851 1.9130 0.00
C -3.8137 1.5431 2.7996 0.00
C -3.2291 2.8786 3.2750 0.01
C -2.4748 2.7650 4.5986 0.00
C -1.3001 1.7953 4.5751 -0.01
H -5.1799 5.0731 -2.9498 0.00
H -5.8957 3.7453 -2.0569 0.00
H -5.3098 3.4858 -3.6982 0.00
H -3.6385 3.9299 -1.1743 0.00
H -2.9569 4.2176 -2.7586 0.00
H -2.3328 1.9696 -2.1238 0.00
H -3.5188 1.8412 -3.4063 0.00
H -4.1187 0.2035 -1.7786 0.00
H -5.2995 1.4925 -1.6059 0.00
H -4.5363 1.9996 0.4636 0.00
H -2.1602 0.2803 2.3232 0.00
H -4.0329 0.9027 3.6569 0.00
H -4.7669 1.6793 2.2890 0.00
H -4.0453 3.5925 3.4065 0.00
H -2.5772 3.2756 2.4918 -0.01
H -3.1816 2.4517 5.3739 0.00
H -2.1293 3.7596 4.8871 0.00
H -1.6354 0.7568 4.4796 0.00
H -0.7383 1.8505 5.5088 0.00
H -0.6170 2.0004 3.7471 0.00
N 0.0938 1.6605 1.4391 0.87
C -0.0118 2.9932 1.2072 -0.13
C 0.8104 3.8848 1.9337 0.10
C 0.7014 5.2546 1.7689 -0.04
C -0.2485 5.7959 0.9064 0.08
C -1.0760 4.9350 0.1959 -0.04
C -0.9498 3.5617 0.3191 0.08
H 1.5258 3.4674 2.6338 0.00
H 1.3439 5.9108 2.3440 0.00
H -0.3484 6.8676 0.8003 0.00
H -1.8184 5.3424 -0.4821 0.00
H -1.5855 2.8985 -0.2553 0.00
N -0.3087 -2.9842 5.6015 0.00
C -0.1081 -2.3816 4.4064 0.00
C -0.7596 -2.8203 3.2440 0.00
C -0.5605 -2.1546 2.0607 0.00
N 0.2299 -1.0746 1.9478 0.00
C 0.8797 -0.6695 3.0512 0.00
C 0.7513 -1.2822 4.2714 0.00
H -0.8291 -3.8408 5.6573 0.00
H 0.2454 -2.7297 6.3986 0.00
H -1.3994 -3.6924 3.2596 0.00
H -1.0276 -2.4989 1.1494 0.00
H 1.5231 0.1900 2.9361 0.00
H 1.3107 -0.9070 5.1179 0.00
```



4.
Computed, not measured: a molecular structure, C39H49N6O3PRhS3Se in a non-equilibrium geometry, with the ωB97M-V functional and the def2-TZVPD basis.

Summary:
**E_HOMO (spin up / spin down)**: -8.401 / -9.835 eV
**HOMO-LUMO gap (spin up / spin down)**: 6.079 / 4.904 eV
**Electronic energy**: -6117.4561 Ha
**2S+1**: 5
**Net charge**: +1

Structure (XYZ):
```
103
Properties=species:S:1:pos:R:3:mulliken_spin:R:1
Rh 0.3690 -0.0588 -0.4483 1.47
C 0.3519 -0.5471 4.7905 0.00
N 1.2703 -1.1400 3.8606 0.02
C 2.5172 -1.6246 4.1268 -0.01
C 3.0334 -2.1094 2.9780 0.02
N 2.0915 -1.9348 1.9754 0.02
C 0.9996 -1.3079 2.5381 0.01
S -0.4322 -0.7865 1.8407 0.10
C 2.1948 -2.4046 0.6708 0.02
C 3.2683 -3.2074 0.2660 -0.01
C 3.2377 -3.7743 -0.9914 0.02
C 2.1336 -3.5455 -1.8141 0.01
C 1.1398 -2.7041 -1.3639 0.11
N 1.1862 -2.1051 -0.1671 0.04
H 0.7242 -0.6684 5.8046 0.00
H -0.6251 -1.0222 4.6990 0.00
H 0.2224 0.5137 4.5725 0.00
H 2.9455 -1.5906 5.1070 0.00
H 3.9841 -2.5624 2.8079 0.00
H 4.0900 -3.4189 0.9290 0.00
H 4.0412 -4.4143 -1.3199 0.00
H 2.0430 -4.0199 -2.7772 0.00
H 0.2459 -2.5073 -1.9502 -0.08
O -4.4224 3.2884 0.9280 0.01
S -4.5144 2.6272 -0.3395 0.01
O -5.8078 2.2315 -0.8022 0.00
N -3.4747 1.3254 -0.3629 0.21
C -2.4428 1.5238 -1.1399 -0.04
O -1.5364 0.6843 -1.3072 0.05
C -2.4854 2.7957 -1.9032 0.03
C -1.6046 3.2079 -2.8896 0.00
C -1.8968 4.3768 -3.5753 0.00
C -3.0362 5.1131 -3.2783 0.00
C -3.9121 4.7026 -2.2764 0.00
C -3.6145 3.5396 -1.6062 0.01
H -0.7360 2.6099 -3.1179 0.00
H -1.2399 4.7148 -4.3634 0.00
H -3.2543 6.0080 -3.8430 0.00
H -4.8037 5.2643 -2.0408 0.00
C 2.2837 1.7709 2.0524 0.01
P 1.5041 1.8323 0.3803 0.13
C 2.8655 2.5976 -0.5941 0.02
C 0.3513 3.1955 0.7248 -0.01
C -0.8106 2.8712 1.4219 0.01
C -1.6758 3.8655 1.8369 0.00
C -1.4006 5.1874 1.5255 0.01
C -0.2632 5.5124 0.8066 0.00
C 0.6150 4.5206 0.4036 0.01
H 2.7277 2.7398 2.2774 0.00
H 3.0487 0.9990 2.1076 0.00
H 1.4983 1.5585 2.7743 -0.01
H 3.3572 3.3949 -0.0389 0.00
H 2.4810 2.9801 -1.5388 0.00
H 3.6015 1.8248 -0.8081 0.00
H -1.0332 1.8341 1.6434 0.00
H -2.5762 3.6162 2.3742 0.00
H -2.0755 5.9652 1.8459 0.00
H -0.0551 6.5449 0.5673 0.00
H 1.5052 4.7825 -0.1465 0.00
C 5.7264 1.4694 -2.6906 0.00
C 6.2490 0.6195 -3.8393 0.00
C 5.1552 -0.1770 -4.5481 0.00
C 4.3334 -1.1016 -3.6303 0.00
N 3.1413 -0.4829 -3.0863 0.00
C 2.0238 -0.2059 -3.7792 0.02
S 0.6502 0.3291 -2.9502 0.08
N 2.0120 -0.3630 -5.1019 0.01
C 0.9083 -0.0226 -5.9717 0.01
C 1.3319 0.9340 -7.0907 0.00
C 1.2843 2.4147 -6.7094 0.00
C 2.3004 2.8029 -5.6436 0.00
H 6.4981 2.1580 -2.3611 0.00
H 5.4455 0.8411 -1.8487 0.00
H 4.8640 2.0527 -3.0018 0.00
H 7.0159 -0.0630 -3.4691 0.00
H 6.7150 1.2708 -4.5807 0.00
H 5.6320 -0.7893 -5.3147 0.00
H 4.4916 0.5335 -5.0425 0.00
H 4.9434 -1.4333 -2.7898 0.00
H 4.0259 -1.9955 -4.1848 0.00
H 3.0754 -0.3213 -2.0908 0.00
H 2.8621 -0.6457 -5.5679 0.00
H 0.1258 0.4268 -5.3588 0.00
H 0.5205 -0.9474 -6.4103 0.00
H 0.6662 0.7778 -7.9401 0.00
H 2.3410 0.6800 -7.4248 0.00
H 0.2799 2.6577 -6.3606 0.00
H 1.4700 3.0038 -7.6098 0.00
H 2.0650 2.3309 -4.6940 0.00
H 2.3027 3.8798 -5.4998 0.00
H 3.3015 2.5072 -5.9481 0.00
Se -3.2089 -1.1644 0.0794 1.61
C -3.0270 -1.8517 -1.6753 0.05
C -2.3607 -3.0658 -1.8462 0.03
C -2.1473 -3.5624 -3.1180 -0.05
C -2.5859 -2.8498 -4.2236 0.09
C -3.2764 -1.6594 -4.0519 -0.03
C -3.5115 -1.1629 -2.7836 0.04
H -2.0153 -3.6073 -0.9759 -0.02
H -1.6446 -4.5092 -3.2520 0.00
H -2.4059 -3.2277 -5.2188 0.00
H -3.6427 -1.1279 -4.9170 0.00
H -4.0596 -0.2435 -2.6403 -0.02
```